(1)
{
  "formula": "CH6N4O2",
  "method": "wB97M-V/def2-TZVPD",
  "species": ["H", "N", "C", "N", "O", "N", "O", "H", "H", "N", "H", "H", "H"],
  "positions_angstrom": [[1.92852, 1.67796, -0.01127], [2.69662, 1.16068, -0.07191], [2.56283, -0.06797, -0.29039], [1.43813, -0.73997, -0.50564], [3.65456, -0.91446, 0.01624], [4.91524, -0.50826, 0.29891], [5.30188, 0.63681, 0.14058], [1.65221, -1.74258, -0.38938], [0.38671, -0.48169, -0.27539], [-1.42021, 0.10397, 0.26268], [-0.89730, 0.86974, -0.16720], [-2.19877, -0.23840, -0.24998], [-1.30222, -0.03889, 1.20556]],
  "forces_ev_per_a": [[-4.2, 2.5, -0.2], [4.6, -1.9, -0.2], [0.2, 2.7, 2.2], [-2.2, -3.2, -0.1], [-1.7, 0.0, -1.4], [3.4, 2.9, 0.4], [-2.2, -3.6, 0.0], [-0.8, 0.6, -0.3], [2.8, -0.3, -0.4], [1.5, 0.8, -2.8], [-0.9, -0.3, 0.5], [-0.4, -0.1, 0.1], [-0.2, -0.2, 2.2]],
  "homo_lumo_gap_ha": 0.359,
  "de_lowest_ev": 3.3838,
  "smiles": "[H]/N=C(\\N)ON=O.N"
}

(2)
{
  "formula": "C3H4AuFO3",
  "method": "wB97M-V/def2-TZVPD",
  "species": ["C", "C", "H", "H", "F", "H", "Au", "O", "C", "O", "O", "H"],
  "positions_angstrom": [[1.31158, 0.99153, -0.23343], [0.31102, 0.93787, -1.13571], [1.17483, 1.65255, 0.62519], [2.06672, 0.20160, -0.19505], [0.37045, 0.06768, -2.14858], [-0.51456, 1.65438, -1.25095], [2.68323, 2.56942, -1.28729], [-1.48605, -1.39249, 2.09947], [-1.53056, -1.46242, 0.72237], [-1.37400, -2.58276, 0.20668], [-1.66015, -0.35077, 0.16372], [-1.35250, -2.28658, 2.43359]],
  "forces_ev_per_a": [[1.3, 0.4, 1.0], [-1.4, -0.7, -2.5], [-0.1, -0.4, -0.1], [-0.3, 0.1, 0.1], [0.0, 1.0, 1.4], [0.3, -0.5, 0.3], [0.1, 0.0, -0.1], [-0.1, -0.3, -2.0], [0.1, 2.5, 3.5], [-0.1, 0.1, -1.2], [0.3, -1.9, -0.7], [0.0, -0.4, 0.4]],
  "homo_lumo_gap_ha": [0.316, 0.215],
  "de_lowest_ev": 0.0000,
  "spin_multiplicity": 4,
  "total_charge": 1,
  "s2": 3.772
}

(3)
{
  "formula": "C6H12O",
  "method": "wB97M-V/def2-TZVPD",
  "species": ["C", "C", "C", "C", "C", "C", "H", "H", "H", "H", "H", "H", "H", "H", "H", "H", "O", "H", "H"],
  "positions_angstrom": [[1.78670, 1.51711, 0.90422], [0.64042, 1.45467, 0.22726], [-0.04444, 0.23599, -0.19890], [-0.67970, 0.35989, -1.58572], [0.17107, -1.02548, 0.24866], [0.32946, -2.23320, -0.59333], [2.29346, 0.63932, 1.25926], [2.29102, 2.47466, 0.83378], [0.10393, 2.38112, 0.05184], [-1.50879, -0.31622, -1.78250], [-1.13012, 1.32896, -1.72188], [0.15256, 0.25511, -2.28658], [0.41984, -1.00667, 1.31237], [-0.32980, -2.37011, -1.44639], [1.35780, -2.29913, -0.97121], [0.29892, -3.13867, 0.02375], [-2.40113, 0.76869, 1.79809], [-1.85078, 0.90109, 2.57707], [-1.90043, 0.07288, 1.35019]],
  "forces_ev_per_a": [[-0.1, 0.4, -1.1], [-1.1, 0.0, 1.6], [-0.4, -1.6, -1.7], [0.5, 0.3, 0.4], [0.1, 2.2, 0.8], [0.1, -1.4, 0.6], [0.3, -0.2, -0.1], [0.1, 0.0, 0.9], [0.3, 0.1, -0.6], [0.4, -0.5, 0.1], [0.1, 0.6, 0.0], [-0.4, -0.1, -0.5], [0.7, -0.8, -0.2], [-0.2, 0.3, 0.1], [0.0, 0.5, -0.2], [-0.4, 0.0, -0.1], [0.3, -0.3, 0.2], [-0.2, 0.3, 0.1], [-0.2, 0.0, -0.3]],
  "homo_lumo_gap_ha": 0.336,
  "de_lowest_ev": 2.2579,
  "smiles": "C=C/C(C)=C/C.O"
}

(4)
{
  "formula": "C3H18NO8S",
  "method": "wB97M-V/def2-TZVPD",
  "species": ["O", "C", "O", "C", "C", "S", "N", "H", "H", "H", "H", "H", "H", "H", "H", "O", "H", "H", "O", "H", "H", "O", "H", "H", "O", "H", "H", "O", "H", "H", "O"],
  "positions_angstrom": [[0.08842, 1.02011, 0.37359], [-0.31726, 0.72838, -0.80397], [-0.33180, 1.38919, -1.84152], [-0.82532, -0.76040, -0.71671], [-2.14457, -1.12236, -1.43903], [-2.81234, -2.79597, -1.48849], [0.23618, -1.72290, -1.09467], [-0.91933, -1.04198, 0.32697], [-2.98200, -0.43742, -1.16756], [-2.11048, -0.69340, -2.46167], [-3.08825, -2.78140, -0.20447], [1.15369, -1.31630, -0.99336], [0.11373, -2.00065, -2.06428], [2.44576, 1.38304, 1.09578], [3.38079, 1.75632, 2.25988], [2.70180, 2.10355, 1.67497], [-2.81186, 3.40600, -1.16949], [-2.22794, 2.06464, -1.60287], [-2.96952, 2.67500, -1.77880], [2.04212, 0.22176, 2.85012], [3.23843, -0.82666, 2.70283], [2.94576, -0.04755, 3.18852], [0.32190, 1.21342, 3.05593], [0.13404, 0.38649, 1.84150], [0.41034, 0.28065, 2.80924], [1.37023, 3.07423, -0.01765], [0.53428, 2.76959, -1.34983], [1.29273, 3.27474, -0.96454], [0.95945, -4.36717, 0.12320], [-0.00662, -3.44901, -0.71567], [0.17764, -4.38395, -0.42794]],
  "forces_ev_per_a": [[0.2, 1.0, -1.5], [-0.5, -2.0, 2.6], [-0.4, -0.1, -0.3], [-0.3, -1.5, -0.2], [-0.6, 2.6, -1.1], [0.6, 0.2, -0.5], [-0.4, 0.1, -1.1], [-0.6, 0.8, 0.4], [0.6, -0.5, 0.8], [0.6, -0.9, -0.1], [-0.2, -0.3, 0.7], [0.1, 0.1, 0.0], [0.3, 0.3, -0.2], [-0.1, -0.1, -0.1], [-0.1, -0.4, 0.0], [0.0, 1.0, -0.2], [0.0, -0.1, -0.1], [-0.1, 0.4, -0.4], [0.1, -0.2, 0.4], [0.4, -0.8, 0.5], [-0.3, 0.1, 0.1], [0.5, -0.1, 0.0], [0.1, -0.2, 0.3], [0.3, -0.3, 0.5], [-0.8, 0.7, -0.7], [-0.3, -0.2, -0.6], [0.8, 0.2, 0.7], [0.1, 0.6, -0.1], [0.1, 0.3, 0.0], [0.6, -0.5, 0.7], [-0.5, -0.2, -0.4]],
  "homo_lumo_gap_ha": 0.332,
  "total_charge": -1
}

(5)
{
  "formula": "C2H8N2S",
  "method": "wB97M-V/def2-TZVPD",
  "species": ["C", "S", "H", "H", "H", "N", "C", "N", "H", "H", "H", "H", "H"],
  "positions_angstrom": [[0.26793, 1.83546, -0.18089], [-1.43875, 1.23070, -0.17307], [0.97167, 1.77398, -1.00057], [0.16459, 2.89598, 0.09185], [0.72189, 1.48954, 0.76809], [-0.33272, -1.40554, 0.52485], [0.72743, -1.36918, -0.21273], [1.94722, -1.88019, 0.10014], [-0.36603, -2.12346, 1.24480], [-0.94670, -0.40172, 0.48425], [0.64862, -0.60395, -0.97792], [2.77892, -1.32029, 0.02748], [2.18708, -2.85240, 0.03976]],
  "forces_ev_per_a": [[-0.2, 1.3, 2.3], [0.2, -1.1, -0.2], [-0.2, -0.4, -0.5], [0.2, 0.0, -0.5], [0.3, -0.3, -0.6], [0.8, -1.7, -0.6], [-0.7, 2.0, 1.2], [0.8, -1.2, 0.0], [0.1, 0.4, 0.4], [-0.9, 0.7, -1.0], [0.2, 0.2, -0.1], [-0.3, 0.4, -0.7], [-0.5, -0.3, 0.3]],
  "homo_lumo_gap_ha": 0.252,
  "de_lowest_ev": 1.7971
}

(6)
{
  "formula": "C3H11N2S",
  "method": "wB97M-V/def2-TZVPD",
  "species": ["C", "S", "C", "H", "H", "H", "H", "H", "H", "N", "C", "N", "H", "H", "H", "H", "H"],
  "positions_angstrom": [[0.30735, 1.25061, -2.08857], [0.68599, 0.04916, -0.73075], [2.38551, 0.32236, -0.23766], [0.76808, 2.17731, -1.80263], [0.76774, 0.86037, -2.99403], [-0.75886, 1.15735, -2.26727], [2.62254, -0.14506, 0.71636], [2.68517, 1.37005, -0.15321], [3.12860, -0.03017, -0.95843], [-0.48449, -0.81051, 1.99263], [-1.73082, -0.68027, 1.59747], [-2.18527, -0.41292, 0.39802], [0.26099, -0.66254, 1.30250], [-0.30993, -1.35665, 2.83028], [-2.47869, -0.78568, 2.37945], [-3.14900, -0.15300, 0.27195], [-1.46754, -0.12793, -0.27592]],
  "forces_ev_per_a": [[1.0, -1.7, 0.2], [0.2, 0.1, -0.8], [1.4, 0.7, -0.5], [-0.5, 0.7, -0.1], [0.2, 0.1, 0.0], [-0.1, 0.7, 0.3], [-0.4, -0.2, 0.0], [-0.7, 0.2, 0.3], [-0.4, -0.5, -0.1], [0.0, -0.4, -0.7], [-0.8, -0.1, 0.9], [1.3, 0.6, 0.2], [-0.4, -0.2, 0.6], [0.0, 0.5, -0.1], [0.0, -0.3, -0.1], [-0.1, -0.1, 0.0], [-0.7, -0.2, 0.0]],
  "homo_lumo_gap_ha": 0.345,
  "de_lowest_ev": 0.6641,
  "total_charge": 1
}

For each record above, in turn, the calculated E values are -411.0642 -577.4830 -310.9763 -1180.0630 -588.6138 -628.3527 hartree.